# C47H57ClGaN4O2

A structure of composition C47H57ClGaN4O2 (ωB97M-V with the def2-TZVPD basis set, OMol25).

Structure (XYZ):
```
112
C47H57ClGaN4O2 ωB97M-V with the def2-TZVPD basis set
Ga -0.16791 0.05223 -0.19173
Cl -0.58205 7.25202 4.54875
O -0.14451 1.49987 1.45125
O -2.28694 1.82777 0.91837
N -1.28524 -0.94346 1.34263
N 1.54264 -0.67140 0.91859
N -1.60913 -1.14201 -1.46021
N 1.21160 -0.69526 -1.88121
C 4.46594 -0.17075 -3.63065
C -0.84828 5.75357 3.70530
C 2.83898 -0.78897 0.52986
C -4.61791 -0.87115 2.97947
C 1.51252 -0.90358 2.25611
C -0.44692 3.41155 3.49413
C -1.76473 4.56476 1.85169
C -3.36608 -1.39180 0.19582
C -1.50214 -1.42512 -2.78134
C -2.82688 -1.57961 -1.06883
C -1.23882 2.12272 1.48251
C -2.65806 -2.17085 -3.23261
C -2.63238 -1.05150 1.31571
C -3.16578 -0.97736 2.65874
C -0.92158 -0.87458 2.64538
C -1.80679 0.53886 5.53029
C -1.59512 5.75498 2.53978
C 5.09125 -1.59372 1.56758
C 1.83937 2.70125 -1.13721
C -0.44850 1.72297 -1.45231
C -1.87635 -4.05787 -4.65105
C 3.17643 -1.69867 4.11695
C -2.09554 -0.89716 3.49557
C 1.94203 -0.43548 -4.05086
C 2.83248 -1.24875 2.73141
C -2.11693 -0.85671 4.99056
C 0.81395 -0.68790 -3.17279
C -5.09078 0.54379 2.63880
C 0.39172 -0.87533 3.07637
C 0.34588 2.99556 -1.18033
C 3.33304 -0.62374 -0.75386
C 1.82205 -0.16227 -5.51456
C 4.89369 1.27086 -3.34627
C 2.55154 -0.54378 -1.89047
C 3.66124 -1.16948 1.65316
C 0.00327 4.05909 -2.22755
C 3.03879 -0.38315 -3.24658
C -4.73764 -3.07482 -2.02242
C -0.28594 4.58889 4.20116
C -0.44259 -1.07177 -3.60397
C -2.77413 -2.81918 -4.57593
C -4.43617 -4.39063 -1.29834
C 3.69888 -0.54908 4.97901
C 5.17459 -2.99594 0.95430
C -1.17669 3.39584 2.31373
C 1.31762 1.26933 -5.73045
C -3.48945 -2.26594 -2.15712
H 0.51776 4.99777 -2.02769
H -3.62757 -4.91900 -1.80001
H -0.86538 -3.80155 -4.34374
H -0.79886 0.83064 5.25097
H 4.52595 -3.67901 1.50040
H -2.33177 4.53485 0.93054
H 3.00228 0.28350 4.94028
H 4.40579 -0.60151 -0.87867
H 0.48027 1.46452 -5.06556
H -5.49806 -2.52522 -1.46224
H -4.89864 0.75339 1.59068
H 0.06435 3.39495 -0.20177
H 0.01591 2.49696 3.83405
H 0.28975 3.72788 -3.22359
H 5.10916 -0.86037 -3.07511
H -5.31906 -5.02975 -1.27477
H 2.17209 2.26975 -2.07970
H -4.79584 -1.06951 4.03945
H 5.66876 -0.88977 0.96268
H -1.89138 0.55809 6.61651
H -4.42289 -1.57567 0.32699
H 0.98924 1.41822 -6.75810
H 0.28205 4.60353 5.11768
H -1.06926 4.24660 -2.22099
H -2.03662 6.67102 2.17098
H 4.17643 1.96175 -3.78542
H -3.10857 -1.16122 5.33654
H -2.24326 -4.83640 -3.98543
H 4.60416 -0.38373 -4.69554
H 2.01695 1.97566 -0.34166
H 2.42526 3.60101 -0.93614
H -0.25665 1.40863 -2.48310
H -3.80878 -3.11155 -4.76933
H 4.83921 -2.98141 -0.08008
H -4.53086 1.27581 3.21698
H 0.56286 -0.90772 4.14436
H 1.11535 -0.86129 -5.97014
H 3.93158 -2.48811 4.06497
H 4.66094 -0.20104 4.60981
H -2.49565 1.26804 5.10963
H 2.09780 1.99280 -5.50185
H -4.11573 -4.19334 -0.27801
H 2.28805 -2.12420 4.58684
H -1.84706 -4.45671 -5.66394
H -1.51233 1.96523 -1.38983
H -6.15386 0.66768 2.84426
H 2.78561 -0.29375 -6.01299
H -5.14884 -3.29651 -3.01045
H -0.58914 -1.17153 -4.67211
H 4.91676 1.45580 -2.27532
H 5.53787 -1.61577 2.56461
H -2.48002 -2.11427 -5.35825
H 6.19529 -3.37584 0.98785
H -1.39483 -1.57425 5.39331
H -5.19139 -1.60116 2.40149
H 5.88146 1.47393 -3.76034
H 3.81179 -0.86401 6.01567
```

Properties
E_HOMO   -3.84 eV
DFT total energy   -4579.846406 Eh
F_max   0.9 eV/Å
Spin multiplicity   1
Charge   -1
LUMO energy   1.81 eV

=====

# C47H57N5OP3Ru

A structure of composition C47H57N5OP3Ru in a non-equilibrium geometry (ωB97M-V with the def2-TZVPD basis set, OMol25).

Structure (XYZ):
```
114
C47H57N5OP3Ru ωB97M-V with the def2-TZVPD basis set
Ru -0.17413 0.01702 -0.15085
P -0.67289 -2.13409 -1.43553
P -2.21002 1.31717 -0.62967
P 1.17790 -0.43615 1.88233
O 2.67797 4.59287 4.19954
N 2.37720 6.40041 2.85727
N 0.05671 0.43372 -2.14791
N 1.39993 -2.06471 2.33788
N 0.36229 2.23543 0.64416
N 2.40309 -2.26673 0.32047
C -4.91148 0.16874 -0.54013
C -1.39105 -3.55743 -3.74706
C 2.13060 -2.86570 1.47660
C -2.09465 1.45726 -2.41216
C -0.63506 0.92608 5.89601
C 1.95803 3.98932 0.93052
C -0.09698 2.48612 1.87709
C -4.27669 3.23156 -0.00471
C 3.71584 -4.14892 -0.31859
C 0.79259 -1.83351 -2.45604
C 2.23518 5.10321 3.19368
C 3.34864 -4.80264 0.85508
C -3.44293 0.01642 -0.14970
C 3.31635 0.81178 0.61103
C 1.01393 -0.47115 -2.68055
C -1.77058 1.58511 -5.15759
C -3.27977 -0.25797 1.35170
C -3.09838 2.00412 -3.21633
C -0.76854 1.04727 -4.37568
C 1.49440 4.22215 2.21820
C 5.49328 1.08956 1.57989
C -0.90798 0.99316 -2.97923
C -1.14503 -3.45294 0.92384
C -2.94370 2.07465 -4.58561
C 0.49820 0.13639 3.47586
C 1.65287 -2.77779 -3.00427
C -0.32628 -3.60927 -0.36608
C 4.62521 1.25169 0.50783
C 5.05429 0.47947 2.74657
C 3.21928 -2.87998 -0.54003
C -2.01113 -2.74238 -2.61230
C -2.76680 2.99611 -0.03625
C -2.05781 4.09643 -0.83699
C -2.95760 -1.72171 -3.24793
C 0.52419 1.53491 5.44002
C 2.86461 0.22330 1.78844
C -1.23520 -0.07836 5.14548
C 2.95185 -1.00777 -3.98750
C 2.71994 -2.36405 -3.78692
C 3.74300 0.04043 2.85178
C -0.67324 -0.47005 3.94150
C 0.41728 3.48047 2.68135
C 2.55532 -4.15712 1.78281
C 2.11529 -0.05675 -3.42004
C 1.35410 3.00173 0.17789
C -0.55342 -5.00963 -0.93670
C 1.08454 1.15117 4.22787
H -2.41988 3.04812 0.99177
H 4.37596 -4.61338 -1.03669
H -1.01050 -2.46619 1.36707
H -0.33696 -5.73347 -0.14927
H -4.01724 2.36103 -2.77301
H 0.73283 -3.50340 -0.12848
H 1.11468 -2.41360 3.23895
H -4.76508 3.06332 -0.96129
H 2.28694 -4.62087 2.72303
H -2.46397 4.17091 -1.84446
H -4.43441 4.27860 0.25855
H -3.03940 -0.84270 -0.68016
H -0.83915 -2.90721 -4.42556
H -2.20462 -4.01693 -4.31050
H -0.88835 1.84404 2.24237
H -5.39127 -0.80854 -0.45731
H -2.21479 5.05397 -0.33872
H -1.07829 1.23551 6.83310
H 0.10240 -5.24237 -1.77248
H -5.03900 0.51153 -1.56741
H 2.84703 7.01505 3.50388
H 1.65661 2.82068 -0.84584
H -2.21142 -3.60181 0.73000
H 2.64692 0.87671 -0.23645
H 2.79188 4.54713 0.52574
H 3.40641 -0.44061 3.76220
H -3.48422 -1.10015 -2.53793
H 5.73363 0.34269 3.57699
H 3.69495 -5.80863 1.05196
H -3.71853 2.51031 -5.20025
H 1.91441 6.80128 2.06080
H 3.47651 -2.31731 -1.42923
H 2.29126 1.00170 -3.56855
H -4.77145 2.62800 0.75039
H -3.84331 -1.14725 1.63803
H -2.23168 -0.42995 1.61649
H -0.98791 3.92874 -0.92064
H 3.78571 -0.68859 -4.59843
H -2.60304 -3.39502 -1.96252
H -2.42940 -1.07857 -3.94765
H 0.13167 0.66645 -4.83686
H -1.58531 -5.17270 -1.24772
H 0.02699 3.63977 3.67719
H 4.97987 1.70370 -0.40976
H -3.71089 -2.27015 -3.81647
H 1.50283 -3.83341 -2.82173
H -1.64187 1.61953 -6.23143
H 3.38059 -3.09765 -4.22890
H 1.97692 1.65318 3.87883
H -3.64684 0.57777 1.95327
H 0.99732 2.32148 6.01310
H -1.14525 -1.25931 3.36479
H 6.51914 1.42344 1.50053
H -0.73171 -4.35131 -3.41336
H -2.13843 -0.55527 5.50238
H -5.44719 0.84266 0.12048
H -0.83463 -4.19933 1.65683
```

Properties
E_HOMO (alpha / beta)   -12.77 / -12.62 eV
DFT total energy   -3292.736598 Eh
F_max   3.8 eV/Å
Spin multiplicity   2
Charge   +2
LUMO energy (alpha / beta)   -6.21 / -6.34 eV

=====

# C47H58F5N8OP2Ti

A structure of composition C47H58F5N8OP2Ti in a non-equilibrium geometry (ωB97M-V with the def2-TZVPD basis set, OMol25).

Structure (XYZ):
```
122
C47H58F5N8OP2Ti ωB97M-V with the def2-TZVPD basis set
Ti -0.04916 -0.05740 -0.37446
P 0.49543 -0.08879 2.41086
P 2.47062 -0.12284 0.39605
F -1.62390 -2.20200 0.75020
F -1.39077 -2.38016 -1.41911
F 0.89479 -3.12225 1.08542
F -0.44782 -4.41810 0.01054
F 1.10114 -3.38265 -1.06771
O -5.69471 -0.12435 -2.88814
N 0.97027 4.46310 0.31083
N -0.15135 4.29916 -1.82655
N -5.34858 -2.34331 -2.59376
N -2.18544 0.27844 -0.36615
N -0.32237 2.44361 -0.22847
N 0.34401 -0.12081 -2.00106
N 2.11160 0.35726 2.01664
N -1.44093 4.58396 0.19419
C -2.05139 1.87684 4.87364
C 4.78085 2.67969 -1.51950
C 3.97064 -2.12626 -0.70345
C -1.44618 3.09345 5.16204
C -0.14987 1.24083 3.51384
C -4.23752 -0.68097 -1.14386
C -0.19601 3.37707 4.63836
C 0.68270 -3.28829 5.76677
C 1.27812 -1.11634 4.92511
C 4.42623 -3.53779 1.63625
C 3.88780 0.93215 -0.10652
C -3.97728 -0.12211 1.16848
C -2.71201 0.33198 0.86392
C 0.68591 -0.24052 -3.39410
C 4.97620 -3.97668 0.44182
C -0.23850 2.86037 -1.66367
C -1.40641 0.96029 4.06212
C -6.33555 -2.64353 -3.63269
C 4.74001 -3.27521 -0.73342
C 0.92782 -1.70850 -3.78521
C 3.63927 -2.39571 1.66505
C 3.41623 -1.68146 0.49618
C 0.58737 -1.36963 3.73800
C -4.74959 -0.65355 0.14759
C 1.33586 -2.07306 5.92376
C 1.96930 0.54701 -3.70846
C -5.13946 -1.04290 -2.30656
C 5.16567 0.72613 0.41778
C -0.05195 -3.52636 4.61681
C 0.22127 -3.26560 -0.07065
C 6.22786 1.50582 -0.00588
C -3.75491 -4.21864 -2.95525
C 1.03142 4.78695 -1.11715
C -0.67695 -2.05893 -0.27898
C 6.03952 2.48242 -0.97592
C 0.86299 3.02183 0.45911
C -4.65326 -3.46759 -1.97695
C -0.10559 -2.57139 3.61097
C 3.71367 1.90824 -1.08524
C -5.82952 -2.39190 -5.04935
C -1.51210 3.14245 0.34252
C -2.95593 -0.19792 -1.35527
C -0.23819 5.07650 0.86734
C 3.16408 0.71795 2.97027
C -0.45987 0.30255 -4.26476
C 0.44825 2.45985 3.81582
C -1.33939 4.91172 -1.23003
H 3.75480 -0.13889 3.29829
H 1.09663 5.86938 -1.23312
H 1.76848 2.56348 0.06620
H 0.77889 2.79555 1.51456
H 0.63581 2.39078 -2.10714
H -1.33406 -0.34566 -4.17826
H -2.22830 4.54656 -1.74805
H 3.78263 -1.56436 -1.61291
H 0.07277 -2.32094 -3.50684
H -5.39988 -4.15654 -1.57238
H 2.28350 0.34367 -4.73267
H 0.29042 4.31724 4.86516
H 1.42535 2.71462 3.42661
H -4.34844 -0.05479 2.18148
H 2.72759 1.18296 3.84819
H -0.70779 -2.76171 2.73500
H -0.17770 6.15800 0.74003
H -4.05954 -3.09878 -1.14542
H -4.34037 -4.71370 -3.72985
H 2.77042 0.23942 -3.03546
H 1.81106 1.62341 -3.61195
H 1.75032 -0.15972 5.09488
H -1.13127 2.49534 -2.17391
H -0.58782 -4.45885 4.49552
H -5.74715 -1.02492 0.34643
H -0.15290 0.31906 -5.31054
H 1.92649 4.33304 -1.54850
H -3.02256 1.64004 5.28841
H -1.94355 3.80929 5.80277
H -0.30338 4.85112 1.93426
H 4.62895 3.42643 -2.28836
H -6.62173 -2.61880 -5.76310
H 5.15079 -3.62783 -1.67040
H -5.55264 -1.34543 -5.16338
H 1.81355 -2.09982 -3.28671
H 0.72905 -4.03607 6.54742
H -2.40933 2.78341 -0.16164
H -0.73299 1.31693 -3.97154
H 4.60201 -4.08884 2.55101
H -3.18713 -4.97870 -2.41791
H 3.83253 1.44404 2.51070
H -2.52530 -0.16970 -2.34636
H 3.17006 -2.09119 2.59315
H -1.87124 -0.00176 3.86689
H 1.07227 -1.77869 -4.86417
H -6.62559 -3.68697 -3.50800
H 7.21182 1.34034 0.41285
H -1.28453 5.99494 -1.34234
H -4.96682 -3.01567 -5.28262
H -3.04877 -3.53574 -3.42744
H 5.58730 -4.86943 0.42193
H -7.20926 -2.01619 -3.45259
H -2.09847 0.76977 1.63761
H -1.58043 2.91047 1.40901
H 1.87919 -1.86052 6.83540
H 5.33832 -0.05422 1.14744
H 2.73683 2.04372 -1.53129
H 6.87666 3.07728 -1.31626
```

Properties
E_HOMO   -11.17 eV
DFT total energy   -4370.462782 Eh
F_max   2.4 eV/Å
Spin multiplicity   1
Charge   +1
LUMO energy   -2.74 eV
Energy above the lowest of the compared OMol25 structures with the same formula, charge and spin   0.6172 eV

=====

# C47H59BGe2IrN9O

A structure of composition C47H59BGe2IrN9O (ωB97M-V with the def2-TZVPD basis set, OMol25).

Structure (XYZ):
```
120
C47H59BGe2IrN9O ωB97M-V with the def2-TZVPD basis set
Ir -0.01790 0.14062 -0.54248
Ge -1.31065 1.06857 -2.47751
Ge -2.55538 -0.28833 -4.14887
O -1.09631 -1.50758 -0.94929
N -2.69861 -0.33527 0.19106
N 1.74058 -0.44051 -1.49579
N -1.70639 0.51189 0.45481
N 0.67963 2.74524 0.73822
N 1.20959 1.86684 -0.20385
N 2.83540 0.21656 -1.02188
N 1.21771 -0.57919 1.36082
N 2.30519 0.24241 1.41192
N 0.26600 2.31414 1.98353
C -2.67593 2.34932 -1.80197
C 1.19873 3.99328 -0.99390
C 1.78629 2.06289 -5.17639
C 1.23014 -1.28745 2.49185
C 0.47327 4.06146 -4.96094
C 1.10747 -3.55715 -2.26435
C -4.02814 2.01340 -1.87217
C -2.36552 3.60727 -1.27928
C -4.24822 -1.15347 -3.64257
C 0.31170 -2.40752 2.89097
C -1.07952 2.05814 2.23982
C 1.19070 2.54223 2.98283
C -0.56804 2.67061 4.54468
C -2.80358 -3.64019 -1.40882
C -4.99239 -4.58963 -1.15984
C -0.36895 3.41221 -4.06498
C 3.93853 -0.24205 -1.63670
C -2.29074 -1.40695 -0.52571
C -3.23434 -2.49793 -0.73024
C 3.55715 -1.22304 -2.52107
C 3.00378 0.03672 2.54756
C 0.66956 4.01394 0.30311
C -4.54419 -2.41141 -0.25506
C -5.42061 -3.45834 -0.47625
C 1.49053 2.69668 -1.27627
C -4.68843 4.10794 -0.89568
C 1.23321 -2.26830 -3.08557
C 1.06686 -3.73780 2.76828
C 0.81597 2.65907 4.27376
C 0.94013 1.42143 -4.28263
C -3.35125 4.47266 -0.82036
C 0.22426 5.19290 1.10452
C 2.34937 -0.91776 3.27330
C 2.16341 -1.32502 -2.39693
C -2.91532 1.18994 -5.39441
C -0.13665 2.08977 -3.69018
C -1.48341 -1.63757 -5.06163
C -1.47565 2.40367 3.56047
C -0.26325 6.31331 0.18404
C 1.40500 5.71561 1.94887
C -0.99557 -2.47180 2.12494
C -5.02447 2.87596 -1.43290
C -2.03708 1.40233 1.41042
C 1.69695 -2.56899 -4.50847
C -3.68419 -4.68349 -1.62272
C 1.55804 3.39239 -5.51082
C -3.48452 1.55904 1.79658
B 2.65956 1.06569 0.21110
H 2.63333 -1.33162 4.22581
H -4.86535 -1.52627 0.27562
H 1.31729 4.83730 -1.65108
H -4.32144 1.05982 -2.28671
H -6.43833 -3.39659 -0.11605
H -3.84537 1.00692 -5.93394
H 0.43938 -4.55644 3.11967
H 1.83497 -1.65834 -5.09405
H -4.11384 -2.23480 -3.61070
H -1.27033 -2.48867 -4.41537
H 2.20351 2.65904 2.63032
H -3.09073 5.44795 -0.42878
H 2.07680 -4.04998 -2.17156
H 3.91972 0.57385 2.73701
H -1.21979 3.94930 -3.66050
H 1.55733 2.80930 5.04378
H -3.71692 2.61936 1.91277
H -0.58655 4.87286 1.76623
H -1.78258 -3.69704 -1.76457
H -6.06416 2.58676 -1.51842
H 1.95323 2.27539 -2.15369
H -4.97837 -0.92232 -4.41972
H -1.33421 3.93183 -1.26990
H -2.10625 1.27665 -6.11977
H 1.32590 -3.92971 1.72442
H -0.91974 2.88424 5.54545
H 0.27269 5.08717 -5.24378
H 2.20909 3.89628 -6.21278
H 2.64287 -3.11318 -4.50050
H 0.57515 6.75288 -0.35848
H 1.74434 5.00756 2.69843
H -3.01001 2.14231 -4.87262
H 0.42788 -4.25216 -2.76062
H -4.11793 1.15703 1.01832
H -3.35762 -5.57008 -2.14901
H -0.70889 7.10305 0.78645
H -0.55055 -1.21806 -5.43706
H -2.52416 2.38106 3.79944
H 2.61348 1.52500 -5.62276
H -1.60277 -1.57532 2.26432
H 4.91136 0.15015 -1.38930
H 0.09258 -2.24173 3.95026
H 4.19402 -1.79243 -3.17434
H -5.45960 4.78871 -0.56002
H -0.79220 -2.61555 1.06583
H -1.58145 -3.32619 2.46400
H -1.00114 5.97562 -0.53962
H 1.98711 -3.73998 3.35104
H 1.08942 6.62172 2.46440
H 3.54345 1.84309 0.41809
H 0.25478 -1.78245 -3.10784
H 0.72737 -3.35113 -1.26203
H 1.12774 0.38111 -4.03663
H -2.06116 -2.00244 -5.91282
H -3.72908 1.03339 2.72119
H 0.96573 -3.19372 -5.02017
H 2.24625 5.97297 1.30391
H -4.66065 -0.84640 -2.68677
H -5.68112 -5.40652 -1.33011
```

Properties
E_HOMO   -12.69 eV
DFT total energy   -6677.004801 Eh
F_max   0.7 eV/Å
Spin multiplicity   1
Charge   +2
LUMO energy   -7.18 eV